Entry 1:
This record from OMol25 describes the ion C2H8IN4 with charge +1 at a distorted geometry. The level of theory is ωB97M-V/def2-TZVPD.

CARTESIAN COORDINATES (ANGSTROEM)
1 C 0.811 -1.798 -0.096
2 C 0.683 -0.334 -0.129
3 N -0.091 1.482 0.723
4 N 0.142 0.216 1.056
5 N -0.048 0.017 -1.231
6 N -0.764 1.724 -0.496
7 I -1.542 -0.779 2.003
8 H -0.168 -2.354 0.175
9 H 1.105 -2.304 -0.999
10 H 1.617 -2.164 0.600
11 H 1.493 0.314 -0.237
12 H -0.274 2.099 1.565
13 H -0.957 -0.482 -1.425
14 H -1.768 1.816 -0.671
15 H -0.240 2.547 -0.838

Computed properties:
M (g/mol): 215.02
Frontier orbital gap (spin up / spin down) (eV): 7.06 / 7.06
E_LUMO (spin up / spin down) (Ha): -0.2300 / -0.2300
Relative energy (zero: lowest compared OMol25 entry of this formula, charge and spin) (kcal/mol): 81.4
Total charge: +1

---

Entry 2:
This record from OMol25 describes a cluster of 2 separate species, C2H8INO2P in total at a distorted geometry. The level of theory is ωB97M-V/def2-TZVPD.

CARTESIAN COORDINATES (ANGSTROEM)
1 C -0.176 0.030 1.247
2 C 0.887 0.503 0.291
3 N -1.100 -0.740 0.395
4 O 0.719 -2.886 0.634
5 O 1.264 -0.707 -0.315
6 P 0.334 -1.901 -0.602
7 I -0.681 4.334 -2.586
8 H -0.708 0.900 1.642
9 H 0.182 -0.620 2.087
10 H 0.630 1.138 -0.510
11 H 1.893 0.904 0.663
12 H -1.622 -0.294 -0.425
13 H -1.792 -1.173 0.971
14 H -0.782 4.328 -4.038
15 H 0.953 -3.817 0.548

Computed properties:
M (g/mol): 235.97
Frontier orbital gap (eV): 8.81
E_LUMO (Ha): -0.1385
Relative energy (zero: lowest compared OMol25 entry of this formula, charge and spin) (kcal/mol): 0.0
Total charge: +1

---

Entry 3:
This record from OMol25 describes a structure of composition C2H8MoNO at a distorted geometry. The level of theory is ωB97M-V/def2-TZVPD.

CARTESIAN COORDINATES (ANGSTROEM)
1 C -1.827 1.911 0.827
2 Mo 1.158 -1.058 0.339
3 N 1.263 -2.037 -1.638
4 H 1.399 0.568 0.035
5 H 2.196 -1.834 -1.996
6 H -2.429 2.171 1.655
7 H -1.031 1.202 1.132
8 H -1.420 2.797 0.363
9 H -2.382 1.490 0.005
10 H 1.153 -3.052 -1.561
11 H 0.628 -1.722 -2.375
12 O 1.967 -0.191 3.218
13 C 1.679 -0.506 2.123

Computed properties:
M (g/mol): 158.03
Frontier orbital gap (spin up / spin down) (eV): 7.13 / 6.61
E_LUMO (spin up / spin down) (Ha): -0.2413 / -0.2329
Relative energy (zero: lowest compared OMol25 entry of this formula, charge and spin) (kcal/mol): 0.0
Total charge: +1
2S+1: 3

---

Entry 4:
This record from OMol25 describes the molecule C2H8N at a distorted geometry. The level of theory is ωB97M-V/def2-TZVPD.

CARTESIAN COORDINATES (ANGSTROEM)
1 C -0.600 0.872 0.616
2 N -0.172 0.122 -0.622
3 C 0.670 -1.043 -0.222
4 H -0.060 1.813 0.746
5 H -0.431 0.328 1.535
6 H -1.647 1.165 0.629
7 H -0.974 -0.028 -1.297
8 H 0.477 0.814 -1.101
9 H 0.354 -1.905 -0.778
10 H 1.736 -0.878 -0.355
11 H 0.646 -1.260 0.848

Computed properties:
M (g/mol): 46.09
Frontier orbital gap (spin up / spin down) (eV): 4.61 / 14.13
E_LUMO (spin up / spin down) (Ha): 0.0393 / 0.0294
Relative energy (zero: lowest compared OMol25 entry of this formula, charge and spin) (kcal/mol): 34.0
2S+1: 2

---

Entry 5:
This record from OMol25 describes the ion C2H8N with charge +1. The level of theory is ωB97M-V/def2-TZVPD.

CARTESIAN COORDINATES (ANGSTROEM)
1 C -0.488 1.164 0.023
2 N -0.366 -0.282 0.380
3 C 0.750 -0.972 -0.335
4 H 0.492 1.557 -0.107
5 H -1.076 1.343 -0.869
6 H -0.888 1.722 0.860
7 H -1.215 -0.815 0.188
8 H -0.242 -0.307 1.385
9 H 0.554 -0.923 -1.397
10 H 0.802 -2.013 -0.046
11 H 1.678 -0.474 -0.082

Computed properties:
M (g/mol): 46.09
Frontier orbital gap (eV): 15.15
E_LUMO (Ha): -0.1381
Relative energy (zero: lowest compared OMol25 entry of this formula, charge and spin) (kcal/mol): 6.2
Total charge: +1

---

Entry 6:
This record from OMol25 describes a cluster of 2 separate species, C2H8N2 in total at a distorted geometry. The level of theory is ωB97M-V/def2-TZVPD.

CARTESIAN COORDINATES (ANGSTROEM)
1 C 1.856 -2.059 -0.940
2 H 0.768 -2.022 -1.148
3 H 2.167 -3.099 -1.088
4 H 2.266 -1.133 -1.323
5 H 1.888 -2.130 0.159
6 N -1.159 0.946 -0.709
7 C -0.504 0.566 0.452
8 N -0.618 1.208 1.551
9 H -1.241 0.208 -1.399
10 H -2.014 1.389 -0.379
11 H 0.333 -0.102 0.276
12 H 0.052 0.789 2.191

Computed properties:
M (g/mol): 60.10
Frontier orbital gap (spin up / spin down) (eV): 1.59 / 9.88
E_LUMO (spin up / spin down) (Ha): 0.1311 / 0.1501
Relative energy (zero: lowest compared OMol25 entry of this formula, charge and spin) (kcal/mol): 24.3
Total charge: -1
2S+1: 2

---

Entry 7:
This record from OMol25 describes a structure of composition C2H8N2 at a distorted geometry. The level of theory is ωB97M-V/def2-TZVPD.

CARTESIAN COORDINATES (ANGSTROEM)
1 C -1.589 0.140 -0.211
2 C 1.582 0.194 -0.085
3 H -1.904 -0.547 -1.208
4 H -1.167 1.440 -0.154
5 H -2.453 0.368 0.179
6 H -0.431 -0.093 1.532
7 H 0.669 -1.673 -0.151
8 H 1.784 0.422 -1.109
9 H 2.448 -0.004 0.964
10 H 1.246 1.128 0.165
11 N -0.626 -0.594 0.440
12 N 0.440 -0.781 -0.361

Computed properties:
M (g/mol): 60.10
Frontier orbital gap (eV): 9.55
E_LUMO (Ha): 0.0399
Relative energy (zero: lowest compared OMol25 entry of this formula, charge and spin) (kcal/mol): 128.9

---

Entry 8:
This record from OMol25 describes a cluster of 2 separate species, C2H8N2 in total at a distorted geometry. The level of theory is ωB97M-V/def2-TZVPD.

CARTESIAN COORDINATES (ANGSTROEM)
1 C -2.507 0.021 -0.920
2 C -1.538 0.461 -0.070
3 N -0.301 -0.156 0.190
4 H -2.819 -1.123 -1.092
5 H -3.010 0.799 -1.558
6 H -1.748 1.360 0.426
7 H -0.483 -0.931 0.736
8 H 0.537 0.344 0.574
9 N 2.830 -0.355 0.486
10 H 3.473 -0.645 -0.262
11 H 2.247 0.379 0.129
12 H 3.318 -0.152 1.363

Computed properties:
M (g/mol): 60.10
Frontier orbital gap (eV): 9.12
E_LUMO (Ha): 0.0346
Relative energy (zero: lowest compared OMol25 entry of this formula, charge and spin) (kcal/mol): 48.9

---

Entry 9:
This record from OMol25 describes a cluster of 2 separate species, C2H8N2 in total at a distorted geometry. The level of theory is ωB97M-V/def2-TZVPD.

CARTESIAN COORDINATES (ANGSTROEM)
1 C 4.135 -1.101 3.614
2 N 3.420 -0.099 4.028
3 H 4.998 -1.413 4.337
4 H 3.882 -1.792 2.797
5 H 3.178 0.404 3.150
6 C -2.676 0.831 -1.969
7 N -2.803 0.353 -3.392
8 H -2.591 1.909 -2.013
9 H -1.787 0.330 -1.613
10 H -3.639 0.623 -1.515
11 H -3.609 0.587 -3.875
12 H -2.508 -0.631 -3.549

Computed properties:
M (g/mol): 60.10
Frontier orbital gap (eV): 9.69
E_LUMO (Ha): 0.0327
Relative energy (zero: lowest compared OMol25 entry of this formula, charge and spin) (kcal/mol): 51.7

---

Entry 10:
This record from OMol25 describes a cluster of 2 separate species, C2H8N2 in total at a distorted geometry. The level of theory is ωB97M-V/def2-TZVPD.

CARTESIAN COORDINATES (ANGSTROEM)
1 C 0.479 -2.829 1.777
2 N 0.537 -1.601 2.228
3 C 0.363 -0.680 1.135
4 H 0.936 -3.224 0.954
5 H -0.098 -3.500 2.457
6 H 0.956 -0.931 0.242
7 H 0.718 0.369 1.374
8 H -0.683 -0.457 0.866
9 N -0.780 3.008 -2.914
10 H 0.100 3.197 -2.474
11 H -1.448 2.912 -2.116
12 H -1.080 3.736 -3.529

Computed properties:
M (g/mol): 60.10
Frontier orbital gap (eV): 9.89
E_LUMO (Ha): 0.0231
Relative energy (zero: lowest compared OMol25 entry of this formula, charge and spin) (kcal/mol): 45.5

---

Entry 11:
This record from OMol25 describes a cluster of 2 separate species, C2H8N2 in total at a distorted geometry. The level of theory is ωB97M-V/def2-TZVPD.

CARTESIAN COORDINATES (ANGSTROEM)
1 C 1.575 0.074 0.401
2 C 0.855 0.808 -0.419
3 N 1.294 2.070 -0.973
4 H 2.446 0.468 0.891
5 H 1.569 -1.071 0.654
6 H 0.042 0.335 -0.928
7 H 2.016 2.484 -0.396
8 H 0.656 2.850 -1.043
9 N -2.518 -1.876 0.205
10 H -2.168 -1.422 1.033
11 H -3.485 -1.796 0.314
12 H -2.281 -2.924 0.260

Computed properties:
M (g/mol): 60.10
Frontier orbital gap (eV): 9.74
E_LUMO (Ha): 0.0404
Relative energy (zero: lowest compared OMol25 entry of this formula, charge and spin) (kcal/mol): 23.4

---

Entry 12:
This record from OMol25 describes a cluster of 2 separate species, C2H8N2O in total at a distorted geometry. The level of theory is ωB97M-V/def2-TZVPD.

CARTESIAN COORDINATES (ANGSTROEM)
1 C 1.692 0.789 0.252
2 N 0.311 0.438 0.186
3 C -0.261 -0.409 1.031
4 N -1.401 -0.929 0.644
5 H 2.133 0.717 1.246
6 H 2.289 0.129 -0.404
7 H 1.838 1.829 0.000
8 H -0.130 0.642 -0.676
9 H 0.262 -0.426 1.982
10 H -1.850 -1.452 1.345
11 H -1.760 -0.226 -1.114
12 H -1.643 -0.990 -2.435
13 O -1.480 -0.113 -2.057

Computed properties:
M (g/mol): 76.10
Frontier orbital gap (spin up / spin down) (eV): 2.81 / 9.11
E_LUMO (spin up / spin down) (Ha): 0.1533 / 0.1493
Relative energy (zero: lowest compared OMol25 entry of this formula, charge and spin) (kcal/mol): 24.3
Total charge: -1
2S+1: 2

---

Entry 13:
This record from OMol25 describes a cluster of 2 separate species, C2H8N2O in total at a distorted geometry. The level of theory is ωB97M-V/def2-TZVPD.

CARTESIAN COORDINATES (ANGSTROEM)
1 N 1.133 1.052 -0.701
2 C 0.902 -0.286 -0.592
3 N 1.911 -0.940 0.038
4 O 0.092 -0.873 -1.309
5 H 1.547 1.491 0.110
6 H 0.414 1.535 -1.226
7 H 2.839 -0.562 -0.081
8 H 1.868 -1.945 -0.077
9 C -2.158 0.104 0.774
10 H -1.077 -0.106 1.066
11 H -2.846 0.004 1.614
12 H -2.464 -0.598 -0.003
13 H -2.161 1.124 0.387

Computed properties:
M (g/mol): 76.10
Frontier orbital gap (eV): 10.64
E_LUMO (Ha): 0.0297
Relative energy (zero: lowest compared OMol25 entry of this formula, charge and spin) (kcal/mol): 6.5

---

Entry 14:
This record from OMol25 describes a cluster of 2 separate species, C2H8N2O in total at a distorted geometry. The level of theory is ωB97M-V/def2-TZVPD.

CARTESIAN COORDINATES (ANGSTROEM)
1 N -1.284 1.137 -0.933
2 C -2.113 0.895 0.109
3 O -1.778 0.415 1.238
4 H -0.305 0.990 -0.954
5 H -1.758 0.848 -1.872
6 H -3.125 1.113 -0.193
7 C 1.924 -0.449 0.561
8 N 0.746 -0.974 -0.173
9 H 2.611 -0.112 -0.049
10 H 1.455 0.407 1.062
11 H 2.504 -1.144 1.315
12 H 0.043 -1.204 0.455
13 H 1.080 -1.922 -0.567

Computed properties:
M (g/mol): 76.10
Frontier orbital gap (eV): 10.58
E_LUMO (Ha): 0.0360
Relative energy (zero: lowest compared OMol25 entry of this formula, charge and spin) (kcal/mol): 43.1

---

Entry 15:
This record from OMol25 describes a cluster of 2 separate species, C2H8N2O in total at a distorted geometry. The level of theory is ωB97M-V/def2-TZVPD.

CARTESIAN COORDINATES (ANGSTROEM)
1 N -1.709 -0.150 -3.160
2 C -0.600 0.132 -2.202
3 C -0.922 0.855 -1.133
4 N -0.008 1.266 -0.141
5 H -2.446 -0.546 -2.620
6 H -2.022 0.701 -3.581
7 H 0.327 -0.316 -2.516
8 H -1.919 1.263 -1.056
9 H 0.852 0.746 -0.180
10 H -0.441 1.244 0.771
11 O 3.114 -1.862 4.920
12 H 2.921 -2.339 5.713
13 H 2.853 -0.994 5.184

Computed properties:
M (g/mol): 76.10
Frontier orbital gap (eV): 9.22
E_LUMO (Ha): 0.0328
Relative energy (zero: lowest compared OMol25 entry of this formula, charge and spin) (kcal/mol): 46.1

---

Entry 16:
This record from OMol25 describes a cluster of 2 separate species, C2H8N2O in total. The level of theory is ωB97M-V/def2-TZVPD.

CARTESIAN COORDINATES (ANGSTROEM)
1 H -1.921 -0.614 1.539
2 N -1.035 -0.540 1.064
3 C -1.043 0.351 0.153
4 N 0.062 0.631 -0.554
5 C 0.336 1.707 -1.483
6 H -1.955 0.863 -0.129
7 H 0.890 0.176 -0.199
8 H 0.737 2.595 -0.983
9 H 1.067 1.355 -2.200
10 H -0.559 1.985 -2.025
11 O 1.416 -1.879 0.784
12 H 1.793 -2.498 1.417
13 H 0.573 -1.567 1.169

Computed properties:
M (g/mol): 76.10
Frontier orbital gap (eV): 9.95
E_LUMO (Ha): 0.0377
Relative energy (zero: lowest compared OMol25 entry of this formula, charge and spin) (kcal/mol): 22.4

---

Entry 17:
This record from OMol25 describes the molecule C2H8N2O. The level of theory is ωB97M-V/def2-TZVPD.

CARTESIAN COORDINATES (ANGSTROEM)
1 C 1.612 -0.124 -0.454
2 C 0.107 0.023 -0.292
3 N -0.525 -1.265 -0.382
4 O -0.094 0.697 0.959
5 N -1.378 1.230 1.158
6 H 1.824 -0.616 -1.398
7 H 2.008 -0.718 0.365
8 H 2.079 0.856 -0.432
9 H -0.309 0.650 -1.101
10 H -1.531 -1.212 -0.262
11 H -0.149 -1.892 0.318
12 H -2.067 0.476 1.115
13 H -1.575 1.895 0.405

Computed properties:
M (g/mol): 76.10
Frontier orbital gap (eV): 10.62
E_LUMO (Ha): 0.0387
Relative energy (zero: lowest compared OMol25 entry of this formula, charge and spin) (kcal/mol): 57.5

---

Entry 18:
This record from OMol25 describes a cluster of 2 separate species, C2H8N2O in total at a distorted geometry. The level of theory is ωB97M-V/def2-TZVPD.

CARTESIAN COORDINATES (ANGSTROEM)
1 C 0.702 0.414 -2.286
2 O -0.153 0.247 -3.116
3 H 0.721 1.214 -1.531
4 H 1.609 -0.222 -2.354
5 N -0.612 -0.754 0.076
6 C -0.486 -0.406 1.516
7 N 0.481 0.625 1.850
8 H -0.197 -0.907 -0.816
9 H -1.581 -0.946 -0.089
10 H -0.312 -1.331 2.064
11 H -1.470 0.007 1.683
12 H 0.038 1.529 1.789
13 H 1.261 0.530 1.214

Computed properties:
M (g/mol): 76.10
Frontier orbital gap (eV): 9.61
E_LUMO (Ha): 0.0253
Relative energy (zero: lowest compared OMol25 entry of this formula, charge and spin) (kcal/mol): 71.2